# H8O4

A 4-piece molecular cluster, H8O4 overall at a distorted geometry (ωB97M-V/def2-TZVPD, OMol25).

CARTESIAN COORDINATES (ANGSTROEM)
O (40.17, 12.84, 10.32)
H (39.34, 12.92, 10.71)
H (40.15, 13.66, 9.77)
O (41.79, 10.66, 9.42)
H (41.26, 11.24, 9.79)
H (42.32, 10.14, 10.04)
O (41.66, 12.43, 12.83)
H (42.26, 11.79, 12.84)
H (41.40, 12.39, 11.79)
O (37.84, 12.42, 11.46)
H (37.53, 11.73, 11.89)
H (37.36, 13.10, 11.95)

SMILES string   O.O.O.O
Energy relative to the best compared isomer or geometry (same formula, charge and spin)   190.04 kJ/mol
E_tot   -305.7068 hartree
Gap between HOMO and LUMO   11.38 eV
E_HOMO   -0.4031 hartree